No. 1
ORCA calculation (the ωB97M-V functional and the def2-TZVPD basis) on C30H24IN5O5Ru as an isolated structure in a non-equilibrium geometry.

Computed properties:
E_tot, a.u.: -2199.89057
E_HOMO (spin up / spin down), eV: -10.7 / -10.6
Largest force on an atom, Eh/bohr: 0.07457
Expectation value of S²: 0.84
Kohn-Sham gap (spin up / spin down), eV: 4.745 / 4.939
2S+1: 2
Total charge: +1
Relative energy (zero: lowest compared OMol25 entry of this formula, charge and spin), kcal per mole: 83.1

Geometry (Å):
Ru: -0.111177 0.563332 0.123771
C: 0.821323 -3.814568 -1.465129
C: 1.637123 -3.564568 -0.246929
N: 2.565023 -4.392968 0.096871
C: 3.372423 -4.185268 1.126571
C: 3.353023 -2.998868 1.832971
C: 4.381823 -2.761968 2.917571
O: 3.837723 -2.291568 4.125171
C: 2.369123 -2.037068 1.511871
C: 2.408623 -0.735068 2.098371
N: 1.633223 0.255832 1.829371
C: 1.900623 1.497532 2.390371
C: 3.210023 1.951832 2.599771
C: 3.454623 3.169832 3.198171
C: 2.404423 3.991132 3.574371
C: 1.099123 3.595032 3.330971
C: 0.870223 2.364832 2.752971
I: -1.163377 1.708832 2.464071
C: 1.382123 -2.352068 0.520871
O: 0.348323 -1.680468 0.277571
H: 1.375323 -4.449068 -2.150929
H: 0.574023 -2.865468 -1.936129
H: -0.112677 -4.310568 -1.202329
H: 4.072323 -4.978368 1.335771
H: 5.072223 -1.981768 2.575571
H: 4.954223 -3.681968 3.077071
H: 3.389223 -3.010868 4.580371
H: 3.197723 -0.590368 2.836371
H: 4.034523 1.341532 2.265671
H: 4.473723 3.475632 3.369771
H: 2.587723 4.939332 4.050571
H: 0.270123 4.235232 3.585071
O: 2.024423 1.945132 -3.194429
C: 1.350623 1.930832 -2.189129
O: 1.577523 1.357832 -1.085629
C: 0.006623 2.709232 -2.213129
C: -0.145077 3.790832 -3.093429
C: -1.355777 4.431032 -3.125329
C: -2.412977 3.972132 -2.313629
C: -3.691477 4.567132 -2.319229
C: -4.689177 4.073932 -1.525529
C: -4.462477 2.946132 -0.720129
C: -3.233477 2.342332 -0.689529
C: -2.172977 2.852832 -1.462929
N: -0.945377 2.277332 -1.423429
H: 0.686823 4.076632 -3.715929
H: -1.520277 5.273432 -3.782229
H: -3.860577 5.416732 -2.963429
H: -5.657277 4.548032 -1.518429
H: -5.269377 2.556032 -0.121329
H: -3.047977 1.465032 -0.081629
N: -2.883177 -4.254568 0.657971
C: -3.384177 -3.986768 -0.569429
O: -4.222677 -4.662668 -1.114729
C: -2.767077 -2.787468 -1.242329
C: -2.629377 -2.789868 -2.628829
C: -1.951577 -1.747368 -3.236529
C: -1.457777 -0.723668 -2.442529
N: -1.685277 -0.667468 -1.134029
C: -2.316077 -1.674968 -0.542529
H: -3.207777 -5.084568 1.127771
H: -2.133177 -3.726668 1.068771
H: -3.051377 -3.605168 -3.198829
H: -1.789177 -1.736468 -4.302529
H: -0.882777 0.084932 -2.875229
H: -2.483077 -1.576868 0.524971

Cartesian forces, eV/Å:
1.535 -0.028 -1.888
-0.071 -0.013 -0.039
-0.546 1.089 0.476
0.041 -1.124 -0.926
0.047 0.933 0.615
0.212 -0.404 0.259
0.192 -0.021 -0.563
-0.209 0.176 0.489
-0.803 -0.095 -0.815
0.304 -0.015 0.348
-1.187 -0.160 -1.027
0.403 0.703 0.514
-0.301 -0.106 -0.082
-0.053 0.042 0.074
-0.045 -0.022 -0.032
-0.204 -0.025 0.046
-0.221 -0.404 0.025
1.191 0.290 -0.733
2.371 -1.718 0.586
-1.535 2.799 -0.567
-0.021 -0.040 -0.017
-0.057 -0.012 -0.139
-0.117 -0.071 -0.032
0.187 -0.037 0.210
0.066 -0.167 0.137
0.031 0.130 -0.124
-0.005 -0.027 -0.019
-0.116 0.133 -0.010
0.065 -0.078 -0.036
0.114 0.087 -0.004
0.044 0.159 0.009
-0.059 0.099 0.104
0.177 -0.118 0.506
-1.569 1.487 -1.685
-0.866 -2.171 3.040
0.824 -0.320 -0.125
-0.496 0.100 0.006
0.362 -0.175 -0.019
0.129 -0.448 0.265
-0.090 -0.070 0.155
0.078 0.182 -0.208
0.281 -0.146 0.072
-0.062 0.018 0.147
-0.584 0.404 -0.182
0.793 -1.145 1.334
0.079 -0.035 -0.042
-0.005 0.085 -0.025
-0.040 0.101 -0.038
-0.125 0.019 -0.035
-0.094 -0.078 0.088
-0.069 0.018 -0.049
-0.004 -0.088 0.374
0.180 0.268 -0.046
-0.126 -0.087 -0.191
-0.069 0.280 -0.075
0.007 0.122 0.211
-0.007 -0.043 0.135
-0.216 -0.042 -0.418
0.475 0.450 0.223
-0.332 -0.481 -0.064
-0.014 0.052 0.008
0.028 -0.092 -0.098
0.042 -0.102 -0.003
0.034 0.044 -0.072
-0.033 0.022 -0.012
0.063 -0.089 -0.015


No. 2
ORCA calculation (the ωB97M-V functional and the def2-TZVPD basis) on C30H25AsMoN2O11S2 as an isolated structure in a non-equilibrium geometry.

Computed properties:
E_tot, a.u.: -5195.71061
E_HOMO, eV: -9.1
Largest force on an atom, Eh/bohr: 0.06152
Kohn-Sham gap, eV: 7.166
Relative energy (zero: lowest compared OMol25 entry of this formula, charge and spin), kcal per mole: 0.0

Geometry (Å):
Mo: 1.509412 -0.111618 -1.373039
C: -3.430676 0.402440 1.299895
C: -2.977322 0.087338 2.724428
C: -3.708267 -1.174161 3.205874
C: -3.349760 1.276601 3.623238
C: -1.470770 -0.145717 2.809809
C: -0.887885 -0.394706 4.068185
C: 0.474087 -0.499419 4.236659
C: 1.277452 -0.397604 3.105748
S: 3.010174 -0.332487 3.017180
C: 2.906597 -0.137514 1.322135
N: 1.692453 -0.185766 0.827962
C: 0.722542 -0.247995 1.838101
C: -0.656974 -0.082287 1.694085
C: 4.013879 0.060057 0.413537
C: 5.346585 0.146236 0.808917
C: 6.316054 0.305061 -0.160719
C: 5.945411 0.350377 -1.501185
C: 4.614775 0.258281 -1.884101
C: 3.620644 0.136690 -0.921198
H: -4.506515 0.584608 1.301860
H: -3.239290 -0.422811 0.611774
H: -2.943577 1.293519 0.899365
H: -4.787410 -1.030185 3.127475
H: -3.476995 -1.409789 4.245828
H: -3.436583 -2.036540 2.592830
H: -4.421275 1.471276 3.549200
H: -2.818078 2.177002 3.310761
H: -3.117246 1.089819 4.672302
H: -1.521812 -0.462366 4.941868
H: 0.906666 -0.632769 5.219199
H: -1.069176 0.161215 0.725351
H: 5.618203 0.092475 1.856726
H: 7.357681 0.385592 0.118778
H: 6.706956 0.465157 -2.261929
H: 4.369976 0.288812 -2.934201
O: 2.486726 1.550709 -5.487166
As: 1.999550 1.937309 -3.858285
O: 3.205323 2.648645 -3.049417
O: 1.605638 0.362031 -3.188465
C: 0.417326 2.976025 -4.024578
C: 0.158359 3.514508 -5.280521
C: -0.801388 4.503502 -5.426921
C: -1.476314 4.974110 -4.313800
C: -1.223225 4.436899 -3.061368
C: -0.290627 3.419631 -2.907080
S: -0.343286 2.694322 -1.266891
O: -1.484799 1.826809 -1.301498
O: -0.334603 3.782103 -0.339071
O: 0.931944 1.861217 -1.094137
H: 3.453313 1.543178 -5.500111
H: 0.727848 3.174325 -6.134618
H: -1.002287 4.917531 -6.405656
H: -2.211139 5.761566 -4.415924
H: -1.759664 4.792499 -2.192304
O: -2.384809 -1.332862 -1.336245
C: -1.301305 -1.580054 -0.884733
O: -0.270814 -0.789769 -1.122187
C: -1.042585 -2.763553 -0.021711
C: 0.217843 -3.088589 0.479233
C: 0.391963 -4.220054 1.259564
C: -0.696452 -5.017848 1.570837
C: -1.942103 -4.663623 1.078957
C: -2.142283 -3.557147 0.282280
N: -3.104825 -5.509699 1.423089
O: -2.901908 -6.482270 2.121386
O: -4.187742 -5.176942 0.991985
H: 1.037799 -2.455287 0.225444
H: 1.373322 -4.479562 1.630408
H: -0.601805 -5.901031 2.184568
H: -3.123211 -3.313718 -0.096785
O: 2.030297 -1.673710 -1.670962

Cartesian forces, eV/Å:
0.510 -2.979 -0.934
-0.002 -0.014 -0.001
-0.028 -0.006 0.005
0.008 0.006 -0.008
-0.005 -0.015 -0.015
-0.008 0.017 0.064
0.034 0.015 -0.021
-0.031 -0.003 -0.010
-0.008 -0.007 0.000
0.014 -0.011 -0.014
0.145 -0.099 0.028
-0.254 0.507 -0.054
-0.124 0.162 0.067
-0.006 0.129 0.008
-0.017 -0.061 -0.037
-0.020 -0.030 -0.006
0.006 0.003 -0.029
0.015 -0.019 0.019
-0.019 -0.084 -0.003
0.018 0.647 0.362
-0.008 -0.003 0.000
-0.056 0.067 0.067
-0.004 -0.014 -0.003
0.001 -0.001 0.003
0.011 -0.007 0.007
-0.008 -0.001 -0.005
-0.001 -0.006 0.003
-0.002 0.002 -0.006
0.011 -0.007 0.012
-0.010 -0.004 0.006
-0.003 -0.003 -0.002
0.029 0.063 0.159
-0.004 -0.007 -0.002
0.000 0.000 -0.003
-0.002 0.003 0.000
-0.015 0.035 -0.011
-0.298 -0.190 -0.036
0.309 0.648 0.408
0.076 -0.127 -0.134
0.251 0.271 0.010
-0.010 -0.114 0.052
0.049 0.057 -0.004
0.010 -0.022 -0.020
-0.008 0.032 0.022
-0.059 -0.052 -0.046
-0.102 -0.017 -0.013
0.255 -0.015 0.215
-0.060 0.006 0.077
0.011 0.000 0.018
-0.371 0.314 -0.320
0.001 0.071 -0.034
-0.007 -0.002 -0.002
-0.006 -0.011 -0.002
0.007 0.004 0.001
-0.005 -0.009 0.001
-0.064 -0.119 -0.201
-0.326 -0.185 0.098
0.501 1.090 0.066
-0.026 -0.339 0.218
-0.607 -0.158 -0.208
-0.035 0.041 0.056
-0.066 -0.021 0.025
0.029 -0.068 0.051
0.094 -0.065 0.053
0.043 0.026 0.020
-0.005 -0.015 -0.002
-0.018 0.005 -0.005
0.416 -0.002 0.014
0.027 -0.001 0.013
0.012 -0.007 -0.002
-0.002 0.028 -0.020
-0.184 0.670 -0.017